133
Properties=species:S:1:pos:R:3:mulliken_spin:R:1 method="wB97M-V/def2-TZVPD" spin_multiplicity=2 e_lumo_ev="0.61 / -0.17" gap_ev="8.760 / 7.982"
C -1.457 5.305 -0.078 0.000
C -2.314 5.168 -1.501 0.000
C -2.981 3.663 -1.608 0.000
C -1.764 2.558 -1.611 0.000
C -1.766 1.645 -2.999 0.000
C -0.601 0.455 -2.883 0.000
C -1.275 -1.046 -2.639 0.000
C -2.272 -1.118 -1.337 0.000
C -1.516 -1.831 -0.044 0.000
C -0.866 -0.702 1.003 -0.001
C -1.838 -0.578 2.318 0.000
C -1.375 -1.534 3.579 0.000
C -2.040 -3.024 3.426 0.000
C -1.723 -4.059 4.655 0.000
C -0.137 -4.140 5.097 0.000
C 0.702 -5.358 4.367 0.000
C 0.980 -5.133 2.767 0.000
C 1.181 -3.569 2.310 0.000
C 2.417 -3.519 1.185 0.000
C 3.692 -2.759 1.883 0.002
C 3.923 -1.203 1.325 -0.004
C 5.576 -1.080 1.100 0.015
C 5.860 0.499 0.769 0.013
C 5.190 0.825 -0.689 0.021
C 7.513 0.618 0.539 0.003
N 5.532 1.468 1.873 0.319
O 5.872 2.738 1.593 0.585
C 4.141 1.326 2.431 0.026
C 3.010 2.300 1.680 0.028
C 4.219 1.925 3.992 0.014
C 3.577 -0.202 2.574 0.003
H -0.393 4.818 -0.276 0.000
H -2.051 4.665 0.713 0.000
H -1.391 6.421 0.270 0.000
H -3.129 6.036 -1.505 0.000
H -1.590 5.389 -2.395 0.000
H -3.643 3.538 -2.592 0.000
H -3.710 3.550 -0.693 0.000
H -0.696 3.028 -1.522 0.000
H -1.917 1.898 -0.633 0.000
H -1.477 2.365 -3.893 0.000
H -2.783 1.083 -3.149 0.000
H 0.023 0.386 -3.882 0.000
H 0.121 0.678 -1.965 0.000
H -1.885 -1.415 -3.590 0.000
H -0.351 -1.775 -2.480 0.000
H -2.767 -0.086 -1.047 0.000
H -3.168 -1.844 -1.640 0.000
H -2.257 -2.569 0.523 0.000
H -0.635 -2.502 -0.438 0.000
H 0.234 -1.018 1.338 0.000
H -0.767 0.345 0.487 0.000
H -2.906 -0.953 1.995 0.000
H -1.911 0.566 2.594 0.000
H -1.850 -1.047 4.559 0.000
H -0.203 -1.520 3.626 0.000
H -1.802 -3.569 2.408 0.000
H -3.223 -2.859 3.425 0.000
H -2.304 -3.634 5.608 0.000
H -2.094 -5.172 4.463 0.000
H -0.143 -4.409 6.260 0.000
H 0.422 -3.086 5.042 0.000
H 1.729 -5.611 4.869 0.000
H 0.035 -6.337 4.471 0.000
H 2.013 -5.680 2.530 0.000
H 0.186 -5.639 2.053 0.000
H 1.509 -2.846 3.169 0.000
H 0.230 -3.166 1.726 0.000
H 2.081 -2.888 0.231 0.000
H 2.699 -4.583 0.774 0.000
H 4.659 -3.384 1.571 0.000
H 3.685 -2.755 3.058 0.000
H 3.328 -0.999 0.338 0.000
H 5.916 -1.801 0.211 -0.001
H 6.053 -1.364 2.132 -0.003
H 5.950 1.457 -1.321 -0.002
H 4.109 1.268 -0.661 0.001
H 5.097 -0.223 -1.254 0.000
H 7.703 1.671 0.011 0.000
H 8.048 0.619 1.586 -0.003
H 7.899 -0.216 -0.197 0.000
H 3.417 2.815 0.712 -0.002
H 2.669 3.167 2.425 -0.004
H 2.015 1.708 1.418 -0.001
H 4.680 3.002 4.013 -0.002
H 3.171 1.849 4.544 0.000
H 4.939 1.186 4.571 -0.003
H 3.916 -0.609 3.621 -0.003
H 2.389 -0.122 2.625 -0.001
C 4.428 -3.276 -6.458 0.000
C 3.811 -4.244 -5.451 0.000
N 4.317 -4.087 -4.085 0.000
C 3.931 -5.186 -3.195 0.000
C 2.443 -5.362 -2.896 0.000
C 4.207 -2.747 -3.502 0.000
C 2.817 -2.130 -3.405 0.000
H 5.520 -3.351 -6.462 0.000
H 4.072 -3.512 -7.466 0.000
H 4.150 -2.238 -6.250 0.000
H 4.051 -5.256 -5.801 0.000
H 2.721 -4.149 -5.493 0.000
H 4.473 -5.092 -2.244 0.000
H 4.300 -6.122 -3.633 0.000
H 2.084 -4.611 -2.190 0.000
H 2.279 -6.340 -2.428 0.000
H 1.829 -5.327 -3.797 0.000
H 4.842 -2.065 -4.085 0.000
H 4.664 -2.744 -2.504 0.000
H 2.231 -2.267 -4.317 0.000
H 2.904 -1.051 -3.237 0.000
H 2.254 -2.536 -2.563 0.000
C -8.526 3.797 -2.018 0.000
C -7.358 4.440 -1.274 0.000
N -7.620 5.808 -0.820 0.000
C -6.415 6.505 -0.359 0.000
C -5.714 5.957 0.881 0.000
C -8.807 5.997 0.017 0.000
C -8.890 5.204 1.316 0.000
H -8.840 4.410 -2.869 0.000
H -8.226 2.816 -2.403 0.000
H -9.389 3.638 -1.363 0.000
H -6.512 4.457 -1.974 0.000
H -7.065 3.787 -0.446 0.000
H -6.650 7.565 -0.191 0.000
H -5.690 6.510 -1.183 0.000
H -6.257 6.207 1.794 0.000
H -4.720 6.412 0.970 0.000
H -5.572 4.876 0.837 0.000
H -9.694 5.758 -0.584 0.000
H -8.925 7.064 0.249 0.000
H -8.597 4.159 1.191 0.000
H -9.922 5.208 1.684 0.000
H -8.274 5.649 2.100 0.000

22
Properties=species:S:1:pos:R:3:nbo_charge:R:1 method="wB97M-V/def2-TZVPD" e_lumo_ev=9.28 gap_ev=4.780 total_charge=-4
Zn 15.421 -0.413 -1.074 1.765
S 16.372 1.571 -3.528 2.604
O 16.446 0.704 -4.717 -1.135
O 17.516 2.483 -3.496 -1.137
O 15.111 2.309 -3.488 -1.065
O 16.490 0.679 -2.317 -1.207
S 16.050 -2.857 -0.031 2.597
O 16.841 -1.998 -0.908 -1.135
O 16.659 -3.284 1.221 -1.097
O 14.918 -1.914 0.234 -1.169
O 15.529 -3.988 -0.805 -1.117
S 12.639 1.516 -0.528 2.612
O 13.739 0.595 -0.932 -1.192
O 12.208 2.315 -1.680 -1.094
O 11.502 0.644 -0.067 -1.147
O 13.079 2.367 0.579 -1.125
O 16.721 0.414 0.435 -0.936
H 17.585 0.750 0.179 0.483
H 16.568 0.732 1.330 0.472
O 14.641 -1.432 -2.783 -0.959
H 14.318 -0.746 -3.392 0.506
H 13.941 -2.090 -2.736 0.476

The records above give, respectively, molecular weight values of 639.18, 389.61 g/mol.
The records above give, respectively, ΔE to the lowest compared entry with this formula, charge and spin values of 12.8843, 0.0000 eV.
The records above give, respectively, F_max values of 0.074, 0.063 Eh/bohr.